C8H5ClNO2S | the ωB97M-V functional and the def2-TZVPD basis

```
! wB97M-V def2-TZVPD RIJCOSX def2/J DEFGRID3
* xyz -1 1
C -2.038 -1.164 0.118
C -2.885 -0.032 0.352
C -0.688 -1.005 -0.243
C -2.305 1.223 0.233
C -0.180 0.234 -0.490
C -0.998 1.271 -0.180
C 3.541 -0.747 1.124
C 1.467 1.878 -0.808
N 1.090 0.605 -0.900
O 2.770 -1.556 1.474
O 4.340 0.043 0.970
S 0.055 2.700 -0.196
Cl 3.169 -1.405 -1.351
H -2.495 -2.121 0.397
H -3.938 -0.144 0.530
H 0.048 -1.840 -0.167
H -2.857 2.148 0.241
H 1.907 -0.087 -1.105
*
```

The energy relative to the best compared isomer or geometry (same formula, charge and spin) is 0.00 kJ/mol. For the molecular weight, the calculation gives 214.7 g mol⁻¹. Its HOMO energy is -0.190 Ha. For the gap between HOMO and LUMO, the calculation gives 8.187 eV.

***

C3H6MgO4SSr | the ωB97M-V functional and the def2-TZVPD basis

```
! wB97M-V def2-TZVPD RIJCOSX def2/J DEFGRID3
* xyz 0 1
Mg -0.552 1.555 0.791
S 2.058 0.701 -0.285
O 1.876 -0.816 0.349
O 1.391 1.755 0.753
O -1.364 1.247 -0.942
C -2.478 0.433 -1.043
C -2.662 -0.738 -0.076
O -1.457 -1.161 0.558
C -1.077 -0.318 1.746
Sr 0.423 -1.476 -0.577
H -2.397 -0.030 -2.051
H -3.394 1.050 -0.938
H -2.995 -1.622 -0.642
H -3.394 -0.492 0.708
H -0.241 -0.903 2.169
H -1.918 -0.443 2.446
*
```

For the molecular weight, the calculation gives 250.1 g mol⁻¹. Its HOMO energy is -0.252 Ha. For the gap between HOMO and LUMO, the calculation gives 6.168 eV.

***

C4H7NO3 | the ωB97M-V functional and the def2-TZVPD basis

```
! wB97M-V def2-TZVPD RIJCOSX def2/J DEFGRID3
* xyz 0 1
C -1.209 -0.791 -0.872
C -0.076 0.238 -0.707
N -0.393 1.238 0.321
C 0.048 1.192 1.604
O 0.866 0.410 2.028
C 1.300 -0.376 -0.407
O 2.325 0.187 -0.650
O 1.234 -1.625 0.077
H -1.889 -0.743 -0.031
H -0.860 -1.814 -0.902
H -1.806 -0.525 -1.730
H 0.045 0.800 -1.623
H -1.307 1.656 0.192
H -0.380 1.984 2.240
H 2.103 -1.830 0.459
*
```

The energy relative to the best compared isomer or geometry (same formula, charge and spin) is 84.14 kJ/mol. For the molecular weight, the calculation gives 117.1 g mol⁻¹. The SMILES is C[C@@H](NC=O)C(=O)O. Its HOMO energy is -0.371 Ha. For the gap between HOMO and LUMO, the calculation gives 10.810 eV.

***

C3H4N | the ωB97M-V functional and the def2-TZVPD basis

```
! wB97M-V def2-TZVPD RIJCOSX def2/J DEFGRID3
* xyz 1 1
C -2.002 -0.154 -0.001
N -0.884 0.064 0.020
C 0.394 0.498 0.073
C 1.490 -0.288 0.001
H -3.012 -0.532 -0.104
H 0.226 1.680 0.015
H 2.454 0.090 0.046
H 1.334 -1.358 -0.050
*
```

The energy relative to the best compared isomer or geometry (same formula, charge and spin) is 12.72 kJ/mol. For the molecular weight, the calculation gives 54.1 g mol⁻¹. The SMILES is C#[N+]C=C. Its HOMO energy is -0.586 Ha. For the gap between HOMO and LUMO, the calculation gives 10.309 eV.

***

C34H41As2CdN3O12S | the ωB97M-V functional and the def2-TZVPD basis

```
! wB97M-V def2-TZVPD RIJCOSX def2/J DEFGRID3
* xyz 0 1
Cd 0.566 0.313 0.726
C 0.361 -2.767 -0.369
C -0.823 -2.319 0.207
C -1.664 -1.473 -0.510
C -1.294 -1.035 -1.777
C -0.111 -1.485 -2.346
C 0.704 -2.368 -1.652
H 1.014 -3.432 0.180
H -1.119 -2.676 1.187
H -2.620 -1.185 -0.098
H -1.944 -0.359 -2.318
H 0.168 -1.157 -3.339
H 1.610 -2.746 -2.107
C 3.187 6.896 -4.348
C 2.559 5.862 -3.455
C 1.798 6.235 -2.349
C 1.258 5.280 -1.506
C 1.448 3.934 -1.779
C 2.163 3.543 -2.898
C 2.723 4.506 -3.723
S 0.886 2.759 -0.563
O 1.448 3.262 0.689
O -0.568 2.765 -0.577
N 1.394 1.313 -0.950
C 2.847 1.082 -0.802
C 3.205 -0.290 -0.144
O 4.302 -0.755 -0.412
O 2.336 -0.808 0.655
H 3.362 7.827 -3.809
H 2.533 7.111 -5.195
H 4.137 6.539 -4.743
H 1.646 7.287 -2.137
H 0.702 5.564 -0.622
H 2.284 2.491 -3.120
H 3.313 4.199 -4.578
H 3.305 1.842 -0.157
H 3.350 1.100 -1.768
C 1.474 3.504 5.337
C 1.272 2.215 4.617
C 1.153 0.913 5.068
C 0.991 0.125 3.918
N 1.017 0.901 2.842
N 1.181 2.158 3.280
C 0.803 -1.348 3.777
H 1.119 3.425 6.362
H 0.939 4.303 4.824
H 2.533 3.767 5.366
H 1.182 0.574 6.090
H 1.258 2.898 2.589
H 1.084 -1.862 4.693
H 1.416 -1.711 2.950
H -0.243 -1.571 3.553
C -1.945 3.893 -4.461
O -2.236 4.189 -3.090
C -3.258 3.563 -2.525
O -3.963 2.734 -3.060
C -3.385 3.859 -1.071
C -3.718 5.044 -0.567
As -3.788 5.439 1.337
C -2.395 6.832 1.197
C -2.647 3.983 2.008
C -2.689 2.710 1.613
As -3.353 2.128 -0.157
C -5.297 2.235 0.313
C -2.036 1.570 2.302
O -1.542 0.632 1.681
O -1.997 1.433 3.620
C -2.734 2.232 4.542
C -1.823 4.443 3.155
O -0.677 4.151 3.376
O -2.536 5.284 3.934
C -1.871 5.873 5.054
C -4.272 6.103 -1.456
O -4.110 6.240 -2.638
O -5.102 6.895 -0.735
C -5.913 7.803 -1.485
H -2.297 4.723 -5.072
H -2.439 2.973 -4.763
H -0.865 3.800 -4.539
H -2.730 7.579 0.478
H -1.468 6.383 0.845
H -2.234 7.334 2.148
H -5.553 3.157 0.833
H -5.575 1.384 0.937
H -5.857 2.174 -0.620
H -3.061 1.553 5.325
H -3.604 2.702 4.082
H -2.084 2.991 4.975
H -1.445 6.834 4.763
H -1.075 5.225 5.414
H -2.628 6.028 5.817
H -6.744 8.071 -0.840
H -6.270 7.319 -2.393
H -5.346 8.691 -1.760
*
```

The energy relative to the best compared isomer or geometry (same formula, charge and spin) is 93.51 kJ/mol. For the molecular weight, the calculation gives 978.0 g mol⁻¹. Its HOMO energy is -0.301 Ha. For the gap between HOMO and LUMO, the calculation gives 7.287 eV.

***

C5H6S2 | the ωB97M-V functional and the def2-TZVPD basis

```
! wB97M-V def2-TZVPD RIJCOSX def2/J DEFGRID3
* xyz 0 1
C 0.414 -0.946 0.502
C 0.666 0.269 0.767
C -3.032 -0.035 0.380
C -0.557 -1.473 -0.467
C 0.906 1.519 0.640
S -2.514 1.514 -0.041
S -2.335 -1.509 0.289
H 0.783 -1.763 1.161
H -0.578 -0.805 -1.271
H -0.385 -2.532 -0.926
H 1.774 1.682 -0.026
H 0.280 2.174 1.155
H -1.213 1.707 -0.385
*
```

The energy relative to the best compared isomer or geometry (same formula, charge and spin) is 374.33 kJ/mol. For the molecular weight, the calculation gives 130.2 g mol⁻¹. Its HOMO energy is -0.317 Ha. For the gap between HOMO and LUMO, the calculation gives 8.837 eV.

***

Q: Which LUMO level values were calculated for the entries above? A: 3.028, -0.696, 0.710, -5.642, -0.913, 0.221, in eV.